Computed, not measured: 5 unconnected molecules or ions with the total composition C56H104N2O2PS, with ωB97M-V with the def2-TZVPD basis set.

Geometry as XYZ:
```
166
Properties=species:S:1:pos:R:3
C 5.335 -4.564 -1.387
C 5.566 -3.287 -2.198
C 6.389 -3.366 -3.328
C 6.642 -2.205 -4.052
C 6.078 -0.971 -3.719
C 6.421 0.270 -4.568
C 6.749 1.534 -3.715
C 7.606 0.045 -5.539
C 5.216 -0.903 -2.614
O 4.570 0.245 -2.158
C 3.651 0.786 -3.102
C 2.207 0.381 -2.783
C 1.925 -0.962 -2.809
C 0.636 -1.439 -2.567
C -0.380 -0.501 -2.299
S -2.028 -1.161 -2.039
C -0.058 0.855 -2.275
C -1.187 1.852 -2.011
C -1.656 2.399 -3.423
C -3.144 2.063 -3.725
C -4.101 3.129 -3.121
C -4.347 2.975 -1.599
C -4.924 1.597 -1.168
C -6.468 1.632 -0.871
C -7.244 0.581 -1.729
C -7.728 -0.634 -0.874
C -8.180 -1.853 -1.738
C -8.594 -1.512 -3.190
C -9.330 -2.681 -3.891
N -9.917 -2.157 -5.142
C -11.237 -2.033 -5.430
C -11.276 -1.504 -6.719
C -9.937 -1.298 -7.164
C -9.102 -1.728 -6.138
N 1.220 1.281 -2.517
P 1.635 3.013 -2.532
O 2.255 3.394 -3.806
C 5.003 -2.068 -1.874
H 6.210 -4.744 -0.743
H 5.267 -5.430 -2.061
H 4.423 -4.443 -0.787
H 6.828 -4.319 -3.629
H 7.295 -2.335 -4.916
H 5.543 0.502 -5.204
H 5.867 2.063 -3.337
H 7.280 2.246 -4.366
H 7.429 1.265 -2.893
H 7.983 0.982 -5.965
H 8.427 -0.446 -4.985
H 7.353 -0.632 -6.371
H 3.852 0.415 -4.120
H 3.822 1.868 -3.137
H 2.699 -1.695 -3.048
H 0.428 -2.509 -2.591
H -2.532 -1.183 -3.301
H -0.841 2.672 -1.363
H -2.027 1.386 -1.491
H -1.077 1.870 -4.204
H -1.435 3.468 -3.558
H -3.394 1.033 -3.437
H -3.278 2.101 -4.822
H -3.638 4.113 -3.311
H -5.037 3.103 -3.703
H -5.059 3.756 -1.295
H -3.401 3.189 -1.073
H -4.366 1.275 -0.271
H -4.774 0.803 -1.917
H -6.571 1.328 0.182
H -6.897 2.622 -1.075
H -8.161 1.023 -2.153
H -6.654 0.249 -2.601
H -8.614 -0.279 -0.317
H -6.953 -0.883 -0.131
H -9.025 -2.370 -1.249
H -7.347 -2.582 -1.737
H -7.690 -1.292 -3.780
H -9.226 -0.609 -3.192
H -10.142 -3.061 -3.254
H -8.630 -3.476 -4.187
H -12.068 -2.293 -4.783
H -12.205 -1.301 -7.248
H -9.663 -0.870 -8.125
H -8.018 -1.723 -6.099
H 2.492 3.255 -1.426
H 0.485 3.795 -2.345
H 4.344 -2.030 -0.998
C -8.325 0.358 5.855
C -8.175 -1.141 5.614
C -6.726 -1.623 5.690
C -5.786 -1.019 4.645
C -6.208 -1.240 3.192
C -6.248 -2.712 2.793
H -7.802 0.944 5.097
H -9.378 0.641 5.822
H -7.932 0.633 6.836
H -8.615 -1.404 4.648
H -8.756 -1.676 6.370
H -6.713 -2.713 5.606
H -6.327 -1.395 6.684
H -4.787 -1.441 4.792
H -5.686 0.056 4.821
H -5.494 -0.723 2.543
H -7.182 -0.781 3.004
H -5.270 -3.179 2.929
H -6.525 -2.811 1.741
H -6.981 -3.270 3.378
C 9.732 -2.228 -2.089
C 10.516 -2.977 -3.162
C 10.296 -4.489 -3.126
C 10.746 -5.180 -1.838
C 12.218 -4.980 -1.478
C 13.176 -5.554 -2.517
H 10.037 -2.526 -1.084
H 9.900 -1.153 -2.179
H 8.662 -2.412 -2.192
H 11.580 -2.744 -3.070
H 10.206 -2.606 -4.144
H 10.809 -4.940 -3.981
H 9.230 -4.697 -3.274
H 10.547 -6.252 -1.932
H 10.130 -4.833 -1.002
H 12.409 -5.471 -0.520
H 12.433 -3.919 -1.326
H 13.010 -6.625 -2.651
H 14.210 -5.412 -2.199
H 13.062 -5.065 -3.486
C -6.112 -0.085 10.183
C -7.278 0.506 10.970
C -7.998 1.631 10.228
C -7.143 2.862 9.922
C -6.512 3.531 11.144
C -7.538 4.074 12.133
H -5.337 0.658 9.990
H -5.653 -0.903 10.740
H -6.454 -0.482 9.223
H -6.924 0.856 11.943
H -7.999 -0.289 11.175
H -8.875 1.931 10.810
H -8.388 1.239 9.282
H -7.766 3.595 9.400
H -6.348 2.590 9.221
H -5.887 4.359 10.799
H -5.842 2.834 11.656
H -8.190 4.808 11.653
H -7.037 4.565 12.968
H -8.162 3.279 12.546
C 9.996 1.617 -0.209
C 8.774 2.228 0.468
C 8.115 3.333 -0.358
C 8.993 4.556 -0.629
C 9.527 5.258 0.620
C 8.426 5.826 1.510
H 10.786 2.354 -0.360
H 10.409 0.815 0.405
H 9.731 1.194 -1.181
H 9.050 2.604 1.456
H 8.036 1.438 0.637
H 7.196 3.648 0.145
H 7.801 2.916 -1.321
H 8.414 5.275 -1.218
H 9.840 4.266 -1.258
H 10.178 6.077 0.304
H 10.154 4.577 1.202
H 7.815 6.547 0.960
H 8.860 6.341 2.368
H 7.771 5.043 1.894
```

Output
- charge = +1
- E (hartree) = -3195.42439

=====

Computed, not measured: a molecular structure, C56H118In2N6O8, with ωB97M-V with the def2-TZVPD basis set.

Geometry as XYZ:
```
190
Properties=species:S:1:pos:R:3
In -3.251 4.250 -1.665
In -3.096 0.141 -3.778
O -1.471 1.904 -1.542
C -0.354 1.033 -1.207
C 0.457 0.326 -2.388
O -0.298 -0.595 -3.226
H -0.804 0.292 -0.546
H 0.364 1.510 -0.540
H 1.420 -0.026 -2.018
H 1.037 1.078 -2.924
C -2.494 5.201 2.188
C -1.035 5.718 1.678
C -0.022 4.680 2.307
C 1.402 4.684 1.770
C 1.368 4.621 0.197
C 0.402 5.598 -0.514
N -0.907 5.656 0.135
O -1.772 6.523 -0.421
C 1.242 6.923 -0.475
C 0.417 5.095 -1.957
C -0.996 7.115 2.383
H -3.315 5.879 1.955
H -2.503 4.757 3.183
H -2.742 4.228 1.765
H -0.064 4.746 3.394
H -0.586 3.756 2.179
H 1.843 3.751 2.123
H 2.059 5.437 2.205
H 1.000 3.640 -0.105
H 2.359 4.894 -0.166
H 1.468 7.329 0.511
H 2.213 6.791 -0.952
H 0.689 7.776 -0.868
H -0.031 5.862 -2.588
H 1.400 5.007 -2.421
H 0.074 4.070 -2.094
H -1.821 7.802 2.196
H -0.183 7.746 2.022
H -0.917 6.831 3.432
H -1.368 7.371 -0.223
C 5.811 2.487 -3.161
C 5.720 1.425 -2.033
C 7.134 1.422 -1.395
C 7.203 0.795 -0.042
C 6.231 1.512 0.911
C 4.764 1.574 0.320
N 4.635 1.893 -1.117
O 3.300 1.765 -1.671
C 4.117 0.178 0.675
C 4.034 2.731 1.000
C 5.424 0.078 -2.733
H 6.409 2.082 -3.977
H 6.055 3.498 -2.833
H 4.901 2.658 -3.737
H 7.863 0.906 -2.018
H 7.540 2.428 -1.284
H 8.221 0.782 0.349
H 7.020 -0.279 -0.080
H 6.643 2.471 1.225
H 6.254 1.075 1.909
H 4.336 -0.146 1.692
H 3.040 0.188 0.509
H 4.453 -0.617 0.009
H 2.986 2.674 0.707
H 4.032 2.641 2.087
H 4.342 3.722 0.666
H 4.644 0.229 -3.479
H 5.009 -0.577 -1.968
H 6.284 -0.214 -3.336
H 3.109 0.839 -1.505
C -2.949 -2.228 -0.610
C -3.306 -3.603 -1.267
C -4.755 -3.988 -0.763
C -5.610 -4.902 -1.718
C -5.541 -4.522 -3.173
C -4.007 -4.306 -3.687
N -3.369 -3.324 -2.757
O -2.083 -2.885 -3.313
C -3.186 -5.568 -3.889
C -4.118 -3.711 -5.113
C -2.365 -4.627 -0.736
H -3.622 -1.397 -0.821
H -1.946 -1.883 -0.860
H -2.941 -2.308 0.477
H -4.724 -4.434 0.231
H -5.397 -3.124 -0.590
H -6.677 -4.785 -1.527
H -5.446 -5.975 -1.817
H -6.077 -3.575 -3.239
H -6.138 -5.152 -3.832
H -3.800 -6.348 -4.339
H -2.416 -5.488 -4.655
H -2.681 -5.944 -2.999
H -3.188 -3.458 -5.624
H -4.728 -4.206 -5.869
H -4.632 -2.764 -4.946
H -2.042 -4.462 0.292
H -1.433 -4.661 -1.301
H -2.764 -5.638 -0.813
H -1.517 -3.604 -3.022
C -0.123 -2.445 2.160
C 0.947 -1.942 3.220
C 1.125 -0.360 3.083
C 1.738 0.403 4.275
C 0.953 -0.030 5.515
C 1.008 -1.557 5.765
N 0.437 -2.255 4.561
O 0.253 -3.607 4.753
C 2.416 -1.965 6.225
C 0.032 -1.892 6.990
C 2.296 -2.578 2.669
H -1.079 -2.644 2.643
H -0.295 -1.686 1.397
H 0.311 -3.313 1.664
H 1.440 0.063 2.129
H 0.119 0.060 3.063
H 2.768 0.047 4.256
H 1.608 1.444 3.981
H -0.110 0.190 5.612
H 1.470 0.344 6.399
H 3.078 -1.555 5.463
H 2.576 -3.031 6.386
H 2.583 -1.605 7.241
H 0.341 -2.904 7.252
H -1.014 -1.892 6.683
H 0.219 -1.135 7.751
H 2.551 -2.461 1.616
H 3.065 -2.185 3.334
H 2.398 -3.579 3.087
H 1.161 -3.889 4.883
C -7.074 1.691 3.600
C -5.910 2.696 3.697
C -5.168 2.690 5.047
C -4.371 1.381 5.295
C -3.423 1.019 4.164
C -4.064 0.973 2.745
N -4.865 2.337 2.693
O -5.050 2.968 1.427
C -2.963 0.998 1.698
C -4.832 -0.318 2.513
C -6.481 4.101 3.570
H -8.048 1.991 3.986
H -6.755 0.881 4.256
H -7.364 1.490 2.569
H -4.870 3.619 5.533
H -5.973 2.584 5.774
H -5.011 0.554 5.603
H -3.736 1.782 6.085
H -3.025 0.029 4.386
H -2.515 1.600 4.001
H -3.398 0.695 0.745
H -2.453 1.935 1.474
H -2.233 0.220 1.921
H -5.713 -0.160 1.892
H -4.257 -1.207 2.253
H -5.280 -0.608 3.464
H -5.735 4.848 3.302
H -6.991 4.372 4.495
H -7.203 4.218 2.762
H -5.718 2.399 1.037
C 3.104 -1.094 -5.316
C 2.751 -2.507 -5.810
C 4.059 -3.425 -5.838
C 4.414 -4.039 -4.488
C 3.288 -4.893 -4.079
C 1.922 -4.093 -3.854
N 1.743 -3.202 -5.013
O 0.522 -2.595 -4.918
C 0.838 -5.287 -3.709
C 2.106 -3.288 -2.541
C 2.207 -2.475 -7.358
H 4.072 -0.801 -5.724
H 3.219 -1.170 -4.235
H 2.357 -0.492 -5.832
H 4.180 -4.047 -6.725
H 4.826 -2.651 -5.893
H 4.586 -3.294 -3.711
H 5.297 -4.677 -4.450
H 3.607 -5.468 -3.209
H 3.255 -5.589 -4.916
H 1.004 -5.872 -2.804
H -0.107 -4.748 -3.781
H 0.709 -5.972 -4.547
H 3.013 -2.684 -2.546
H 1.204 -2.692 -2.400
H 2.024 -3.947 -1.676
H 1.354 -1.812 -7.502
H 1.659 -3.416 -7.401
H 3.069 -2.326 -8.009
H 0.689 -2.012 -4.173
```

Output
- energy above the lowest of the compared OMol25 structures with the same formula, charge and spin (kJ/mol) = 450.5
- charge = +4
- E (hartree) = -3512.97555

=====

Among the records above, which one has the lowest charge?
C56H104N2O2PS